# 1
101
Properties=species:S:1:pos:R:3:forces:R:3:lowdin_charge:R:1 method="wB97M-V/def2-TZVPD" charge=-1 orbital_gap_ev=6.4 e_homo_ev=-4.167 e_tot_ha=-6876.27423 de_lowest_kj_mol=202.1 e_lumo_ev=2.2
K 0.7857 -1.2957 -0.2257 -0.7 0.1 -0.1 0.32
C 2.3437 3.3196 -3.5081 0.4 -0.4 -0.5 -0.05
C 0.9212 3.8978 -3.6417 0.1 -1.3 0.9 -0.55
C 0.1724 3.1377 -4.7558 -2.2 0.1 0.7 -0.08
C 1.0145 5.3549 -4.0799 0.7 -0.2 0.8 -0.07
N 0.2109 3.8043 -2.2851 0.6 -2.0 -1.1 -0.01
C 0.2826 4.7021 -1.2622 -0.4 2.1 1.0 -0.10
C -0.4327 4.2464 -0.2072 -0.5 -0.4 -0.6 -0.09
N -0.9313 2.9660 -0.5247 1.6 0.2 -2.0 0.02
B -2.2466 2.4834 0.1424 -1.0 0.7 1.3 -0.57
N -3.2589 1.4411 -0.4950 0.6 -0.6 0.1 0.04
C -3.9654 1.8063 -1.6180 -0.3 0.8 -1.1 -0.10
C -4.5073 0.7086 -2.2073 -0.2 0.1 0.6 -0.06
N -4.2507 -0.3587 -1.3491 0.4 -1.1 -0.1 0.00
C -3.4533 0.0815 -0.3002 -0.1 0.6 -1.3 -0.71
S -2.8378 -0.8841 0.8921 0.8 0.0 1.0 0.68
C -4.7496 -1.8007 -1.5069 -0.2 -0.4 3.2 -0.51
C -5.6629 -2.0050 -2.6621 -2.6 0.8 -0.6 -0.10
C -3.6457 -2.8807 -1.6033 -0.8 -0.5 0.4 -0.06
C -5.6096 -2.1389 -0.1974 -0.6 0.0 -0.2 -0.08
N -1.9909 2.2053 1.6784 2.5 -0.9 0.6 0.02
C -2.9472 2.4099 2.6158 -1.6 0.6 0.2 -0.13
C -2.3968 2.5956 3.8314 -0.1 0.5 0.7 -0.08
N -1.0173 2.5497 3.6858 0.3 -1.4 -1.1 -0.01
C -0.7552 2.0722 2.3716 -2.1 2.0 0.3 -0.66
S 0.7187 1.6108 1.7945 0.6 -0.7 -0.9 0.69
C 0.0413 2.7853 4.7093 0.8 -0.8 -0.3 -0.58
C -0.4683 3.4919 5.9531 -2.8 -0.5 0.7 -0.07
C 0.7074 1.4508 5.1138 -1.2 -0.3 0.5 -0.05
C 1.1071 3.6734 4.1023 -1.6 1.0 0.1 -0.09
C -0.3122 2.6170 -1.7496 -1.0 0.7 1.0 -0.66
S -0.0984 1.0534 -2.3402 -0.5 0.1 0.3 0.64
H 2.8268 3.4587 -4.5028 0.0 0.2 0.7 0.08
H 2.4232 2.2042 -3.3507 -0.5 1.3 0.4 0.08
H 2.8609 3.9150 -2.7276 0.1 -0.6 -0.4 0.09
H 0.8094 3.1095 -5.6074 0.7 -0.2 -0.7 0.06
H -0.7355 3.7189 -5.0828 0.7 -0.4 0.4 0.09
H -0.1976 2.1087 -4.4851 0.8 1.2 -0.2 0.01
H 1.4827 5.3288 -5.0759 -0.4 0.3 0.3 0.09
H 1.6807 5.9426 -3.3980 -0.6 -0.3 -0.6 0.09
H -0.0015 5.7455 -4.0791 0.1 0.4 -0.3 0.09
H 0.6638 5.7346 -1.3501 -0.1 -1.0 -0.1 0.12
H -0.7024 4.7945 0.6923 0.0 -0.4 -0.3 0.12
H -2.9014 3.5645 0.1826 0.1 -0.8 -0.2 0.12
H -4.0803 2.8747 -1.8878 0.4 -1.0 0.1 0.12
H -5.0594 0.5624 -3.1257 0.0 0.3 0.3 0.10
H -5.2392 -1.9320 -3.6449 0.8 -0.4 -0.5 0.07
H -6.4257 -1.1915 -2.7308 0.2 -0.5 0.5 0.08
H -6.2551 -2.9651 -2.5532 1.0 1.0 -0.2 0.11
H -3.2020 -2.7110 -2.5560 0.9 -0.2 -0.7 0.07
H -4.1127 -3.9323 -1.6142 0.5 1.6 0.0 0.11
H -2.9057 -2.8294 -0.8003 -0.1 0.0 -0.4 0.02
H -6.4677 -1.4384 0.0269 0.7 -0.7 -0.7 0.09
H -5.0626 -2.2014 0.7334 0.6 0.5 -0.1 0.01
H -5.9547 -3.1832 -0.2929 -0.4 0.5 -0.4 0.07
H -4.0082 2.4960 2.3260 0.8 -0.2 0.3 0.13
H -2.8528 2.7719 4.8021 0.1 0.0 -0.4 0.11
H -1.0655 2.7471 6.5742 0.5 0.9 -0.6 0.09
H -1.2076 4.3105 5.6948 1.0 -0.6 0.3 0.10
H 0.2946 3.8779 6.6336 0.2 -0.1 -0.5 0.08
H 0.0362 0.9787 5.8735 0.5 -0.1 -0.7 0.08
H 1.6529 1.6545 5.6090 0.2 0.0 0.0 0.08
H 0.8533 0.8027 4.2343 0.0 0.3 0.5 0.04
H 0.5549 4.5602 3.7295 0.7 -0.1 0.0 0.10
H 1.6146 3.1727 3.3234 0.6 -0.2 -0.8 -0.01
H 1.7528 3.9277 4.9078 0.8 0.5 0.5 0.07
O -0.9627 -7.6443 2.2719 -0.4 1.5 0.0 0.04
C -0.8865 -6.2551 2.1886 -1.7 0.4 -0.7 -0.28
C -2.0508 -5.4039 2.1044 1.1 0.5 0.7 0.02
C -1.8170 -4.0067 2.1403 -0.8 -0.6 -1.0 -0.13
N -0.5997 -3.4779 1.9853 0.3 1.3 0.9 0.05
C 0.4400 -4.2474 2.0026 -1.0 -1.9 -0.7 -0.72
Br 2.1970 -3.6410 1.6520 0.1 0.5 0.2 0.81
C 0.3317 -5.6454 2.0573 1.1 0.3 0.3 -0.08
H -1.9054 -7.8250 2.3991 0.3 -0.3 -0.1 0.10
H -3.0813 -5.7648 1.9887 0.5 0.0 0.4 0.11
H -2.6379 -3.2391 2.1306 0.7 -1.1 0.0 0.07
H 1.2629 -6.1707 1.9347 -0.1 -0.6 0.3 0.09
C 6.0593 0.4428 1.4433 -1.6 1.5 -1.4 -0.07
N 5.8661 -0.8324 0.7848 0.6 0.7 -0.4 -0.15
C 6.9121 -1.7722 0.6571 -1.7 0.7 0.3 -0.05
C 6.4462 -2.6688 -0.2021 -1.2 -0.1 -0.9 -0.06
N 5.1679 -2.3005 -0.6797 0.8 0.9 0.5 0.02
C 4.8379 -1.0391 -0.1409 1.1 -1.4 0.7 -0.71
S 3.5755 -0.0245 -0.4542 0.4 0.6 0.1 0.65
C 4.3503 -3.0338 -1.6024 0.0 0.4 0.6 -0.29
C 4.8528 -4.0086 -2.4400 1.7 0.0 0.7 -0.04
C 3.9917 -4.6345 -3.3204 -0.8 0.0 0.2 -0.10
C 2.6594 -4.2891 -3.2634 -0.9 0.7 -0.1 -0.05
C 2.2255 -3.3352 -2.2987 -1.1 -1.5 -1.2 -0.13
N 3.0653 -2.7245 -1.5027 0.8 0.0 0.4 0.03
H 6.5124 0.3361 2.4066 -0.1 -0.3 0.7 0.07
H 5.0255 0.9477 1.4280 1.6 -0.7 0.5 0.07
H 6.7151 1.1277 0.8586 -0.3 -0.5 0.1 0.09
H 7.7923 -1.7525 1.2780 -0.1 0.0 -0.1 0.12
H 6.8720 -3.5614 -0.5336 0.6 -1.1 -0.3 0.09
H 5.9136 -4.3130 -2.3291 -0.8 0.3 -0.4 0.10
H 4.3360 -5.4114 -3.9711 0.3 -0.3 -0.3 0.09
H 1.8667 -4.6589 -3.9445 0.8 -0.1 0.5 0.11
H 1.0634 -3.2053 -2.1012 0.9 0.1 -0.4 -0.01
F -0.2334 -3.0470 -1.7770 -0.9 0.1 0.4 -0.58

=====

# 2
15
Properties=species:S:1:pos:R:3:forces:R:3:lowdin_charge:R:1 method="wB97M-V/def2-TZVPD" charge=+1 orbital_gap_ev="11.7 / 3.4" e_homo_ev="-15.268 / -14.638" e_tot_ha=-381.78781 spin_multiplicity=2 de_lowest_kj_mol=81.8 e_lumo_ev="-3.5 / -11.3"
O 0.1600 -2.9606 0.4970 0.0 0.3 0.3 0.00
H -0.5496 -2.4519 0.1046 -0.4 0.0 -0.1 0.02
H 0.6256 -3.3383 -0.2492 0.3 -0.2 -0.2 0.05
O -0.8107 0.4868 0.1268 -0.3 0.6 1.9 0.18
H -1.1737 0.5280 -0.7579 -0.7 0.0 -1.7 0.05
H 0.1303 0.3712 -0.0050 1.5 -0.4 0.2 0.06
O -1.0100 2.7973 1.7838 -0.1 0.8 -0.6 0.29
H -0.5894 2.6586 2.6324 0.6 0.1 1.0 0.12
H -1.1341 1.9163 1.4307 -0.7 -1.4 -0.7 0.05
O 2.3010 -0.0776 0.7115 -0.7 0.2 -0.3 -0.04
H 2.3351 -0.3960 1.6136 0.0 -0.3 0.3 0.05
H 2.7674 0.7579 0.7341 0.3 0.2 -0.1 0.05
O -1.1865 0.0542 -2.5563 0.0 0.2 0.5 -0.02
H -1.3287 -0.8112 -2.9398 -0.2 -0.3 -0.1 0.07
H -0.5367 0.4654 -3.1264 0.2 0.3 -0.3 0.07

=====

# 3
23
Properties=species:S:1:pos:R:3:forces:R:3:lowdin_charge:R:1 method="wB97M-V/def2-TZVPD" charge=0 orbital_gap_ev=9.4 e_homo_ev=-8.586 e_tot_ha=-404.69081 de_lowest_kj_mol=168.7 smiles=CNCCCCO.O e_lumo_ev=0.8
C -1.2154 -0.3018 -2.5154 -1.0 -0.3 -0.8 -0.15
N -1.0978 -0.2203 -1.0887 1.1 0.4 0.1 -0.12
C 0.2454 0.0273 -0.5457 -0.8 0.4 0.2 -0.23
C 0.2499 1.3016 0.3315 0.5 -0.7 0.2 -0.18
C 0.5884 1.0619 1.7946 0.1 1.2 1.3 -0.21
C -0.5687 0.5757 2.6633 0.1 -0.9 -0.3 -0.27
O -0.1780 -0.1897 3.7925 -0.2 0.5 0.7 -0.07
H -1.3865 0.6826 -2.9698 0.1 0.0 0.1 0.08
H -0.4074 -0.7717 -3.0863 0.4 -0.1 0.4 0.06
H -2.0820 -0.9164 -2.7828 -0.1 0.2 0.1 0.08
H -1.6225 -0.8702 -0.5367 0.0 -0.4 -0.3 0.10
H 0.9512 0.1706 -1.3658 -0.1 0.0 -0.1 0.10
H 0.5811 -0.8434 0.0215 0.1 0.0 0.1 0.11
H -0.7543 1.7125 0.2571 0.0 0.2 0.1 0.11
H 0.9543 2.0515 -0.0291 0.0 0.0 -0.3 0.10
H 1.4522 0.4449 2.0558 0.1 -0.3 -0.8 0.11
H 0.8823 2.0433 2.2002 0.0 -0.2 0.0 0.11
H -1.2319 -0.0511 2.0504 -0.2 0.3 0.0 0.11
H -1.1064 1.4116 3.1022 -0.3 0.0 -0.3 0.12
H 0.4686 -0.8597 3.5960 0.3 -0.3 -0.5 0.07
O 1.5713 -2.4069 -2.1050 -0.5 -1.1 0.6 -0.03
H 2.2432 -2.5791 -2.7442 0.7 -0.2 -0.7 0.03
H 1.4629 -1.4732 -2.0956 -0.1 1.1 0.0 -0.03

=====

# 4
119
Properties=species:S:1:pos:R:3:forces:R:3:lowdin_charge:R:1 method="wB97M-V/def2-TZVPD" charge=0 orbital_gap_ev=8.8 e_homo_ev=-8.239 e_tot_ha=-2022.73962 de_lowest_kj_mol=346.1 smiles=COC[C@H](C)N.COC[C@H](C)N.COC[C@H](C)N.COC[C@H](C)N.COC[C@H](C)N.COC[C@H](C)N.COC[C@H](C)N e_lumo_ev=0.5
C 3.3636 7.7950 -1.1862 0.1 -0.7 0.5 -0.10
O 2.3530 6.7864 -0.8781 0.2 0.8 -0.4 -0.21
C 1.4280 7.2651 0.1299 -0.1 -0.8 0.5 -0.17
C 0.3849 6.1653 0.6187 0.8 1.4 0.0 -0.42
C -0.6203 6.6394 1.7166 0.9 0.9 -2.2 -0.06
N 1.1264 5.0596 1.2174 0.2 -0.9 -1.0 0.03
H 3.8064 8.1577 -0.2586 -0.3 0.4 0.2 0.08
H 3.0695 8.6179 -1.8377 -0.9 0.1 0.3 0.08
H 4.2295 7.4102 -1.7249 -0.3 -1.0 0.0 0.08
H 2.0450 7.4511 1.0090 0.0 0.5 0.3 0.12
H 0.9757 8.1914 -0.2246 -0.3 0.0 0.1 0.12
H -0.1447 5.7640 -0.2454 -0.3 0.5 -0.2 0.12
H -1.3776 5.8590 1.7908 0.2 0.1 0.7 0.08
H -1.0803 7.5442 1.3193 -0.5 0.1 0.1 0.06
H -0.0698 6.9580 2.6018 -0.2 -0.6 0.2 0.08
H 0.6599 4.3164 0.7173 -0.3 -1.2 0.8 0.05
H 1.9823 4.9822 0.6867 0.9 0.3 0.1 0.05
C -1.5526 -5.3197 -2.6761 0.4 -0.2 -0.5 -0.09
O -0.5697 -6.1286 -2.0083 -1.4 0.8 -0.1 -0.17
C -0.8463 -6.3866 -0.6468 1.2 1.0 0.4 -0.20
C -0.8335 -5.0842 0.2197 1.4 -0.7 -0.1 -0.40
C 0.5211 -4.3848 0.1722 0.0 1.5 -0.1 -0.05
N -1.0402 -5.3663 1.6485 -0.5 -0.6 -0.6 0.02
H -1.1816 -5.2533 -3.6989 -0.3 -0.2 -0.1 0.09
H -1.6954 -4.2823 -2.3738 0.7 0.1 0.7 0.05
H -2.5662 -5.7186 -2.6352 0.0 -0.6 -0.1 0.09
H -1.7260 -6.9925 -0.4297 -0.5 0.1 -0.4 0.12
H 0.0233 -6.9885 -0.3832 0.0 -0.1 0.5 0.12
H -1.5338 -4.3515 -0.1812 -0.5 -0.2 0.3 0.11
H 1.3907 -4.9695 0.4723 -0.1 -0.3 -0.4 0.09
H 0.5008 -3.5361 0.8558 -0.2 -0.1 0.7 0.06
H 0.6984 -3.7781 -0.7158 0.2 -0.8 -0.6 0.08
H -1.7288 -6.0948 1.7717 -0.3 -0.2 0.0 0.08
H -0.1853 -5.7553 2.0200 0.2 0.0 0.1 0.09
C 4.5922 1.5407 1.9630 2.3 0.6 -0.7 -0.04
O 5.5932 0.9063 1.0583 -1.6 0.7 0.6 -0.21
C 5.8364 1.6052 -0.1725 0.3 -0.4 0.1 -0.20
C 6.7079 0.6797 -1.0315 0.1 0.7 -1.2 -0.43
C 6.9466 1.2323 -2.4629 -0.6 0.9 0.8 -0.06
N 5.9937 -0.5818 -1.1852 0.2 -0.2 0.7 0.04
H 3.5809 1.6762 1.5796 0.1 -0.5 -0.3 0.06
H 5.0089 2.5300 2.1520 -0.3 0.4 0.0 0.08
H 4.6386 1.0687 2.9444 -0.2 -0.6 -0.4 0.09
H 4.9152 1.8510 -0.7007 -0.4 -0.3 -0.1 0.12
H 6.3332 2.5680 -0.0529 0.3 0.1 0.5 0.12
H 7.6905 0.5299 -0.5841 0.0 0.2 0.5 0.13
H 7.9235 0.9748 -2.8720 -0.3 -0.5 -0.2 0.07
H 6.9066 2.3210 -2.5007 0.2 0.3 0.3 0.06
H 6.0667 0.9245 -3.0278 0.5 -0.3 -0.5 0.07
H 5.6232 -0.7126 -0.2547 -0.5 -0.5 0.2 0.05
H 6.7059 -1.2959 -1.2392 0.0 -0.4 -0.4 0.08
C -4.1392 -5.3184 6.7844 1.1 -0.3 0.1 -0.10
O -3.1247 -4.4418 6.2443 -1.6 -0.2 -0.2 -0.19
C -3.2894 -4.3587 4.8285 1.2 1.6 -0.3 -0.19
C -2.4197 -3.1721 4.3408 0.7 1.1 -0.1 -0.38
C -2.9270 -1.8010 4.8261 -0.4 -0.9 0.8 -0.05
N -2.2497 -3.0737 2.8766 -0.1 -0.4 0.2 0.02
H -4.1583 -5.2267 7.8704 0.1 0.3 -0.1 0.08
H -3.8328 -6.3413 6.5657 -0.1 -0.3 -0.1 0.08
H -5.1491 -5.1972 6.3924 0.1 0.5 -0.2 0.08
H -2.8737 -5.2539 4.3662 -0.5 -0.4 -0.2 0.12
H -4.3083 -4.1002 4.5400 -0.3 -0.6 0.0 0.12
H -1.4499 -3.3113 4.8186 0.2 -0.2 0.2 0.13
H -2.1613 -1.0268 4.7782 0.0 0.0 -0.3 0.07
H -3.1778 -1.9376 5.8781 0.0 0.2 0.2 0.07
H -3.8461 -1.4914 4.3286 0.2 0.0 -0.2 0.06
H -1.4778 -2.4954 2.5769 0.1 0.6 0.6 0.08
H -2.0047 -3.9399 2.4184 0.1 -0.6 0.4 0.02
C 2.6366 -0.3732 -0.7200 -0.9 -0.1 1.1 -0.09
O 1.2735 -0.7786 -0.5735 0.1 -0.4 -0.7 -0.22
C 0.6747 -0.6098 0.7067 0.7 1.8 -1.5 -0.20
C 0.4315 0.9260 0.8990 -2.7 -0.9 1.4 -0.37
C -0.2704 1.0934 2.3096 1.1 -0.2 0.0 -0.06
N -0.5550 1.4351 -0.0836 0.7 0.1 0.4 0.05
H 3.1897 -0.9957 -0.0166 0.7 -0.2 -0.4 0.09
H 2.7986 0.6537 -0.3925 -0.1 0.3 -0.1 0.05
H 2.9285 -0.4295 -1.7686 0.0 -0.5 0.3 0.09
H -0.2808 -1.1239 0.6031 -0.2 0.1 0.3 0.10
H 1.2529 -1.0756 1.5046 0.3 0.1 0.2 0.12
H 1.3380 1.5252 0.8133 0.0 -0.2 0.3 0.10
H -0.3305 2.1363 2.6206 -0.1 0.0 -0.2 0.07
H 0.2657 0.5527 3.0896 0.5 0.1 0.1 0.06
H -1.2586 0.6423 2.3991 -0.2 0.1 -0.8 0.05
H -0.1259 1.9345 -0.8496 0.2 -0.1 -0.2 0.02
H -1.1033 0.6748 -0.4595 -0.1 -0.1 0.0 0.05
C -2.9836 -1.6164 -2.5393 -0.1 0.4 0.4 -0.11
O -3.6174 -1.0910 -1.4029 -0.6 0.4 -0.2 -0.18
C -3.4740 -1.8687 -0.2527 0.2 0.6 0.7 -0.22
C -4.6141 -1.6266 0.7644 0.3 -0.8 0.8 -0.39
C -4.3573 -0.4172 1.6864 0.4 0.0 -1.1 -0.06
N -4.7133 -2.7701 1.6936 -0.7 0.5 -0.8 0.02
H -1.9145 -1.7299 -2.3598 0.4 0.1 -0.2 0.08
H -3.1853 -0.8820 -3.3191 0.2 -0.4 -0.2 0.09
H -3.3801 -2.6050 -2.7709 -0.2 -0.1 -0.3 0.08
H -3.2901 -2.9127 -0.5063 -0.7 -0.4 -0.1 0.10
H -2.5479 -1.5790 0.2438 0.5 0.1 0.3 0.10
H -5.5742 -1.5639 0.2522 0.1 0.4 -0.3 0.13
H -5.1777 -0.3435 2.4002 0.0 0.4 -0.2 0.08
H -4.1434 0.4669 1.0858 -0.7 0.4 0.0 0.08
H -3.4214 -0.5080 2.2378 0.0 -0.6 0.2 0.04
H -4.8026 -3.6130 1.1444 -0.1 -0.3 0.0 0.06
H -3.7977 -2.7954 2.1192 0.3 -0.4 0.5 -0.02
C -0.6999 2.3875 -7.6464 0.4 0.3 0.8 -0.11
O -0.0758 1.8304 -6.4955 -0.6 -0.2 0.9 -0.20
C 0.1094 2.7877 -5.4274 0.0 -0.7 -0.8 -0.18
C 0.1645 2.1495 -4.0239 -1.6 0.2 1.2 -0.39
C -1.1737 1.5492 -3.4983 0.0 -0.4 -2.4 -0.06
N 0.4177 3.1314 -2.9665 1.2 0.6 -0.3 0.02
H -1.0627 1.5989 -8.3056 0.3 0.0 0.1 0.09
H 0.0341 3.0362 -8.1243 -0.1 0.1 -0.5 0.08
H -1.5465 3.0007 -7.3375 -0.2 0.1 -0.1 0.08
H 1.0296 3.3161 -5.6766 0.4 0.2 0.4 0.12
H -0.6796 3.5387 -5.4679 -0.4 0.0 0.2 0.11
H 0.9053 1.3517 -3.9704 0.2 0.2 -0.1 0.14
H -1.4019 0.7806 -4.2367 -0.1 -0.9 0.5 0.07
H -2.0394 2.1882 -3.6723 0.2 0.7 0.4 0.08
H -1.1374 1.2278 -2.4574 0.1 -0.2 -0.5 0.05
H 1.2805 3.6256 -3.1437 0.5 0.1 0.1 0.07
H -0.2746 3.8650 -3.0184 -0.4 0.0 0.1 0.07